1.
The following is a DFT calculation (the ωB97M-V functional and the def2-TZVPD basis) of a structure of composition C18H21N2O3S3 at a distorted geometry.

## Properties
orbital gap = 4.96 eV
electronic energy = -60635.0858 eV
molecular weight = 409.6 g mol⁻¹
maximum force = 2.6 eV/Å
net charge = -1

Last column: Löwdin charge in e.
Cartesian coordinates (Å):
C 4.42411 1.49223 1.48038  -0.129
N 3.65428 2.49347 0.76837  -0.312
C 3.00541 3.45585 1.63688  -0.124
C 3.36121 2.35498 -0.58078  -1.378
S 4.37637 1.47962 -1.59707  0.370
S 1.97729 2.95990 -1.35451  0.334
H 4.85390 0.82040 0.73535  0.014
H 5.21520 1.98310 2.06011  0.074
H 3.80004 0.93110 2.19260  0.072
H 2.46024 4.16530 1.01812  0.033
H 2.32786 2.96649 2.34885  0.074
H 3.76606 3.96847 2.24288  0.073
C -5.57026 2.95190 -3.16454  -0.071
O -4.36629 2.79599 -3.94046  -0.099
C -3.36254 2.01537 -3.46358  -0.264
C -2.19663 1.92625 -4.28040  -0.003
C -1.09657 1.20870 -3.82851  -0.012
C -1.09585 0.59217 -2.54896  -0.206
C 0.01844 -0.16092 -1.99524  -0.166
N -0.10745 -0.87783 -0.94466  -0.026
S 1.21186 -1.93960 -0.47842  0.667
C 0.62254 -2.59976 1.06407  -0.288
C 0.93142 -1.91586 2.23172  -0.044
C 0.58963 -2.48480 3.44678  -0.037
C -0.05078 -3.72699 3.50902  -0.274
C -0.39271 -4.32224 4.84244  -0.059
C -0.35437 -4.38869 2.30937  -0.040
C -0.01221 -3.83518 1.08127  -0.052
O 1.32809 -3.00608 -1.44023  -0.308
O 2.34713 -1.09483 -0.18806  -0.309
C -2.28540 0.60178 -1.81267  -0.031
C -3.40481 1.31383 -2.22021  -0.013
H -6.19375 3.61314 -3.76249  0.086
H -6.07457 1.99126 -3.02450  0.090
H -5.35710 3.41541 -2.19694  0.093
H -2.21064 2.47147 -5.23596  0.119
H -0.21005 1.13975 -4.45941  0.121
H 0.93251 -0.14628 -2.59394  0.131
H 1.42645 -0.95112 2.17726  0.116
H 0.82604 -1.96331 4.36911  0.115
H -0.88424 -5.28292 4.70341  0.070
H 0.50564 -4.46716 5.44496  0.081
H -1.05358 -3.66102 5.40474  0.080
H -0.85815 -5.35333 2.34448  0.108
H -0.23246 -4.33449 0.14016  0.115
H -2.31329 0.05549 -0.87409  0.110
H -4.27801 1.34899 -1.56668  0.099

2.
The following is a DFT calculation (the ωB97M-V functional and the def2-TZVPD basis) of a structure of composition C18H21N2PbS3 at a distorted geometry.

## Properties
orbital gap = 6.76 eV
electronic energy = -59731.4247 eV
molecular weight = 568.8 g mol⁻¹
maximum force = 3.7 eV/Å
net charge = +1

Last column: Löwdin charge in e.
Cartesian coordinates (Å):
Pb -9.86355 -0.09106 11.08050  1.091
C -6.64583 -1.11564 15.64369  -0.066
C -6.91066 -0.08740 14.74556  -0.091
C -8.11110 0.00019 14.06596  -0.056
C -9.06745 -1.04570 14.22972  -0.292
C -8.86347 -1.99024 15.25915  -0.010
C -7.63623 -2.08509 15.91819  -0.052
N -10.11647 -1.06739 13.35250  -0.102
N -11.09288 -1.83143 13.71733  0.124
C -12.03889 -1.90357 12.73800  -0.307
C -13.20306 -2.63565 12.98095  -0.042
C -14.27014 -2.61622 12.16366  -0.068
C -14.23190 -1.79619 10.98742  -0.028
C -13.08319 -1.02996 10.77082  -0.172
C -11.95860 -1.06827 11.55030  -0.293
H -5.68618 -1.14206 16.15358  0.109
H -6.13816 0.63321 14.48463  0.110
H -8.24979 0.88440 13.42094  0.063
H -9.70714 -2.66935 15.42822  0.111
H -7.45176 -2.87898 16.64998  0.114
H -13.39057 -3.00405 14.00314  0.130
H -15.14361 -3.17190 12.36586  0.097
H -15.10473 -1.73029 10.35437  0.104
H -12.96991 -0.36690 9.89155  0.081
C -9.04689 3.72634 11.16765  -0.485
C -10.34817 3.43810 11.91042  -0.527
S -11.53413 2.22677 11.29890  0.847
C -11.89032 2.86113 9.61019  -0.470
C -11.02244 2.56417 8.45849  -0.489
S -10.24617 0.88685 8.36924  0.779
C -8.39300 1.16354 8.20786  -0.516
C -7.78590 2.30220 8.95028  -0.533
S -8.01952 2.25799 10.74186  0.764
H -8.45864 4.34900 11.81229  0.067
H -9.24383 4.41938 10.26526  0.112
H -10.91225 4.38249 12.06986  0.103
H -9.98941 3.03896 12.84855  0.070
H -11.92891 3.95596 9.86668  0.110
H -12.82972 2.40207 9.32143  0.083
H -10.26793 3.32737 8.35240  0.063
H -11.58247 2.66854 7.54091  0.084
H -8.22653 1.29343 7.07762  0.112
H -7.83490 0.23514 8.41464  0.084
H -8.21417 3.34792 8.67685  0.103
H -6.69025 2.29038 8.89510  0.083